{"formula": "C45H41N2O5PPt", "method": "the ωB97M-V functional and the def2-TZVPD basis", "de_lowest_kcal_mol": 0.0, "e_tot_ha": -2685.8389, "homo_ev": -7.77, "lumo_ev": 0.0, "elements": ["Pt", "O", "C", "C", "C", "C", "C", "C", "C", "O", "N", "N", "C", "C", "C", "C", "C", "C", "C", "O", "H", "H", "H", "H", "H", "H", "H", "H", "H", "H", "C", "C", "C", "C", "C", "C", "C", "P", "C", "C", "C", "C", "C", "C", "C", "C", "C", "C", "C", "C", "C", "C", "H", "H", "H", "H", "H", "H", "H", "H", "H", "H", "H", "H", "H", "H", "H", "H", "H", "H", "H", "H", "C", "C", "C", "C", "C", "C", "C", "C", "C", "C", "O", "O", "H", "H", "H", "H", "H", "H", "H", "H", "H", "H", "H"], "coordinates": [[0.475, -0.225, -1.327], [-0.807, -1.967, 2.327], [-1.450, -3.098, 1.941], [-2.108, -3.905, 2.865], [-2.790, -5.036, 2.453], [-2.832, -5.375, 1.108], [-2.185, -4.567, 0.188], [-1.481, -3.434, 0.584], [-0.836, -2.566, -0.436], [0.328, -2.083, -0.202], [-1.541, -2.345, -1.523], [-0.842, -1.484, -2.342], [-0.961, -1.556, -3.605], [-0.043, -0.860, -4.491], [-0.400, -0.650, -5.824], [0.493, -0.121, -6.734], [1.787, 0.170, -6.312], [2.169, -0.049, -5.002], [1.268, -0.555, -4.057], [1.717, -0.781, -2.817], [-1.004, -1.795, 3.254], [-2.087, -3.629, 3.915], [-3.296, -5.650, 3.187], [-3.366, -6.256, 0.779], [-2.217, -4.799, -0.868], [-1.705, -2.238, -4.010], [-1.402, -0.919, -6.139], [0.197, 0.046, -7.761], [2.507, 0.570, -7.015], [3.183, 0.158, -4.681], [4.578, 1.814, 1.794], [4.690, 1.645, 0.301], [5.926, 1.915, -0.280], [6.145, 1.796, -1.644], [5.110, 1.399, -2.470], [3.870, 1.119, -1.918], [3.647, 1.228, -0.548], [1.945, 0.911, 0.019], [2.058, 0.066, 1.608], [1.446, 0.597, 2.737], [1.522, -0.054, 3.956], [2.220, -1.249, 4.043], [2.839, -1.774, 2.921], [2.785, -1.133, 1.687], [3.556, -1.703, 0.528], [1.157, 2.537, 0.054], [1.303, 3.560, 0.985], [0.622, 4.753, 0.808], [-0.189, 4.927, -0.305], [-0.303, 3.923, -1.254], [0.380, 2.721, -1.094], [0.326, 1.653, -2.154], [5.412, 2.414, 2.156], [4.606, 0.851, 2.308], [3.657, 2.306, 2.095], [6.737, 2.237, 0.362], [7.122, 2.017, -2.054], [5.261, 1.299, -3.537], [3.068, 0.767, -2.550], [0.909, 1.529, 2.665], [1.043, 0.373, 4.829], [2.292, -1.770, 4.990], [3.387, -2.705, 2.997], [3.807, -2.744, 0.725], [4.487, -1.154, 0.369], [2.985, -1.677, -0.398], [1.931, 3.437, 1.857], [0.715, 5.541, 1.544], [-0.733, 5.854, -0.436], [-0.932, 4.061, -2.124], [1.130, 1.786, -2.882], [-0.631, 1.673, -2.672], [-6.304, 0.016, 3.648], [-5.239, 0.180, 2.598], [-5.342, -0.443, 1.366], [-4.368, -0.309, 0.379], [-4.605, -0.982, -0.947], [-3.221, 0.447, 0.667], [-3.116, 1.114, 1.893], [-1.950, 2.003, 2.213], [-4.126, 0.976, 2.834], [-2.137, 0.550, -0.379], [-2.399, 0.796, -1.538], [-0.917, 0.300, 0.070], [-7.156, -0.542, 3.261], [-6.663, 0.986, 3.998], [-5.918, -0.521, 4.516], [-6.217, -1.048, 1.150], [-5.514, -1.581, -0.897], [-3.773, -1.627, -1.223], [-4.709, -0.244, -1.741], [-1.680, 2.643, 1.372], [-1.084, 1.392, 2.440], [-2.179, 2.635, 3.072], [-4.042, 1.511, 3.775]], "lowdin_charge": [1.392, 0.069, -0.248, -0.021, -0.088, -0.091, -0.025, -0.076, -0.448, -0.124, 0.092, -0.115, -0.038, -0.147, -0.039, -0.093, -0.076, -0.015, -0.353, -0.266, 0.107, 0.113, 0.102, 0.098, 0.112, 0.145, 0.115, 0.099, 0.104, 0.103, -0.028, -0.247, -0.046, -0.068, -0.065, -0.073, -0.264, 1.063, -0.299, -0.093, -0.076, -0.069, -0.033, -0.264, -0.031, -0.281, -0.077, -0.078, -0.066, -0.021, -0.281, -0.209, 0.083, 0.089, 0.054, 0.111, 0.106, 0.103, 0.054, 0.081, 0.108, 0.106, 0.116, 0.088, 0.087, 0.061, 0.093, 0.105, 0.107, 0.123, 0.076, 0.070, -0.053, -0.270, -0.010, -0.180, -0.033, -0.042, -0.198, -0.022, -0.017, -0.534, 0.055, -0.183, 0.072, 0.078, 0.079, 0.112, 0.075, 0.056, 0.083, 0.081, 0.053, 0.083, 0.115]}

***

{"formula": "C45H41N7O7P3S3Tl", "method": "the ωB97M-V functional and the def2-TZVPD basis", "de_lowest_kcal_mol": 3.6, "charge": -2, "e_tot_ha": -5040.9532, "homo_ev": -1.25, "lumo_ev": 3.5, "elements": ["Tl", "N", "C", "C", "C", "C", "C", "C", "N", "C", "C", "C", "S", "C", "N", "H", "H", "H", "H", "H", "H", "H", "O", "P", "O", "O", "O", "P", "O", "O", "O", "H", "H", "C", "C", "C", "C", "C", "C", "P", "C", "C", "C", "C", "C", "C", "C", "C", "C", "C", "C", "C", "C", "C", "C", "C", "H", "H", "H", "H", "H", "H", "H", "H", "H", "H", "H", "H", "H", "H", "H", "H", "C", "C", "C", "C", "N", "C", "S", "N", "C", "H", "H", "H", "H", "H", "H", "H", "H", "N", "C", "S", "N", "C", "C", "C", "C", "C", "C", "H", "H", "H", "H", "H", "H", "H", "H"], "coordinates": [[-1.115, 0.548, 0.461], [-0.274, 0.634, -4.465], [-0.468, -0.715, -4.570], [-0.442, -1.582, -5.647], [-0.722, -2.913, -5.390], [-0.992, -3.359, -4.097], [-1.017, -2.500, -3.016], [-0.757, -1.153, -3.251], [-0.733, -0.088, -2.402], [-0.451, 0.960, -3.134], [-0.339, 2.306, -2.654], [-0.115, 3.434, -3.411], [-0.075, 4.832, -2.408], [-0.368, 3.794, -1.033], [-0.466, 2.562, -1.327], [-0.026, 1.270, -5.203], [-0.204, -1.240, -6.645], [-0.728, -3.619, -6.207], [-1.190, -4.410, -3.933], [-1.219, -2.846, -2.016], [-0.004, 3.515, -4.474], [-0.461, 4.163, -0.029], [-3.342, 0.722, 2.508], [-2.169, 0.769, 3.662], [-2.715, 0.145, 4.912], [-0.927, 0.168, 3.108], [-2.032, 2.361, 3.920], [-1.836, 3.451, 2.721], [-3.399, 3.447, 2.113], [-1.523, 4.757, 3.322], [-0.990, 2.901, 1.616], [-3.512, 1.653, 2.300], [-3.313, 3.418, 1.158], [5.127, 4.344, -1.710], [5.007, 4.332, -0.330], [4.059, 3.533, 0.283], [3.204, 2.739, -0.474], [3.322, 2.778, -1.861], [4.275, 3.568, -2.477], [1.960, 1.529, 0.181], [1.830, 2.070, 1.913], [1.726, 1.122, 2.922], [1.524, 1.526, 4.228], [1.404, 2.868, 4.534], [1.478, 3.816, 3.528], [1.685, 3.419, 2.224], [3.143, 0.140, 0.373], [4.504, 0.222, 0.521], [5.266, -0.954, 0.605], [4.677, -2.182, 0.478], [3.283, -2.301, 0.313], [2.622, -3.531, 0.146], [1.255, -3.572, 0.082], [0.495, -2.394, 0.181], [1.088, -1.158, 0.262], [2.497, -1.116, 0.316], [5.884, 4.955, -2.185], [5.673, 4.937, 0.273], [3.990, 3.518, 1.362], [2.657, 2.159, -2.452], [4.365, 3.572, -3.556], [1.759, 0.071, 2.678], [1.437, 0.791, 5.014], [1.222, 3.177, 5.553], [1.352, 4.863, 3.759], [1.699, 4.155, 1.432], [4.999, 1.182, 0.570], [6.338, -0.880, 0.749], [5.281, -3.083, 0.504], [3.210, -4.441, 0.090], [0.749, -4.523, -0.043], [-0.584, -2.482, 0.203], [-4.174, -2.732, -1.380], [-3.982, -1.484, -2.167], [-3.979, -1.443, -3.539], [-3.865, -0.185, -4.169], [-3.775, 0.937, -3.483], [-3.786, 0.913, -2.153], [-3.787, 2.294, -1.243], [-3.871, -0.314, -1.493], [-3.866, -0.048, -5.661], [-3.963, -3.602, -1.997], [-5.207, -2.809, -1.033], [-3.541, -2.753, -0.492], [-4.065, -2.353, -4.114], [-3.779, -0.306, -0.481], [-4.486, -0.812, -6.127], [-2.850, -0.156, -6.042], [-4.231, 0.939, -5.936], [-3.962, -1.927, 3.629], [-2.880, -2.599, 3.179], [-3.038, -3.629, 1.880], [-1.781, -2.433, 3.943], [-0.485, -2.895, 3.772], [0.529, -2.143, 4.368], [1.842, -2.553, 4.287], [2.169, -3.733, 3.637], [1.165, -4.484, 3.054], [-0.156, -4.076, 3.114], [-4.721, -1.825, 2.975], [-3.742, -1.096, 4.192], [-1.839, -1.577, 4.503], [0.259, -1.211, 4.841], [2.626, -1.943, 4.712], [3.202, -4.053, 3.580], [1.405, -5.397, 2.527], [-0.927, -4.660, 2.640]], "lowdin_charge": [0.802, 0.181, -0.211, -0.051, -0.111, -0.098, -0.009, -0.214, 0.174, -0.258, -0.344, -0.351, 0.997, -0.454, -0.060, 0.151, 0.101, 0.089, 0.097, 0.104, 0.055, 0.068, -0.231, 0.192, -0.325, -0.371, -0.249, 0.213, -0.187, -0.299, -0.412, 0.001, -0.012, -0.119, -0.099, -0.108, -0.351, -0.110, -0.106, 1.096, -0.367, -0.094, -0.090, -0.094, -0.107, -0.144, -0.300, -0.083, -0.108, -0.064, -0.190, -0.084, -0.122, -0.184, -0.175, -0.242, 0.087, 0.094, 0.100, 0.092, 0.091, 0.090, 0.093, 0.097, 0.098, 0.102, 0.088, 0.086, 0.095, 0.095, 0.095, 0.040, -0.029, -0.272, -0.005, -0.314, 0.095, -0.876, 0.653, 0.110, -0.025, 0.084, 0.095, -0.005, 0.114, 0.100, 0.075, 0.063, 0.077, 0.081, -0.870, 0.621, 0.073, -0.237, -0.028, -0.088, -0.112, -0.118, -0.067, 0.078, 0.042, 0.096, 0.097, 0.099, 0.092, 0.096, 0.029]}